Density functional theory data (the ωB97M-V functional and the def2-TZVPD basis) for a structure of composition C25H44O2P2Sc in a non-equilibrium geometry.

As for the HOMO-LUMO gap: 7.88 eV. For the relative energy (zero: lowest compared OMol25 entry of this formula, charge and spin), the calculation gives 472.4 kJ/mol.

```
! RIJCOSX wB97M-V def2-TZVPD def2/J DEFGRID3
* xyz 1 1
Sc -0.05689 0.08370 -0.65625
P 1.54812 1.12421 -2.26909
P -1.67327 0.45611 -2.47865
O -0.08360 2.55460 1.22526
O -0.92792 3.25972 -0.74077
C -0.80108 -0.65609 1.60887
C 1.10036 0.11546 -5.73695
C -3.16806 1.39223 -2.81099
C 0.42276 -0.36548 -6.98544
C 0.35680 -2.03301 0.10898
C 0.68562 -3.21101 -0.72027
C -0.43149 2.36216 -0.06836
C -1.82930 -0.14918 2.54101
C -0.78386 2.35141 -6.60398
C -0.36026 3.90786 1.63958
C 2.63695 -0.14000 -2.99008
C 1.36106 1.41987 -5.48883
C -0.15421 1.31306 -3.12499
C -2.23244 -2.38415 0.34357
C 2.54072 2.62128 -2.33365
C -1.59789 1.52722 -5.67455
C -0.95414 -1.67942 0.60904
C -1.80501 0.20276 -5.80239
C 1.18614 0.38943 2.85004
C 2.78644 -1.35147 0.80369
C 0.59667 -0.38920 1.74379
C 0.70121 2.56758 -6.18250
C -1.08706 -0.65898 -6.82407
C -1.45318 -1.23561 -3.14642
C 1.30512 -1.21188 0.81562
H 3.57963 -0.15011 -2.40785
H -1.61050 -0.47178 3.56736
H -1.03160 -1.25346 -4.16058
H 1.59066 -3.05393 -1.31562
H 0.87022 -4.05888 -0.04614
H 1.41924 -0.69510 -5.07824
H 3.15938 -1.73696 -0.15703
H -3.36154 1.59469 -3.86812
H -0.80103 -1.85345 -2.48996
H -2.34464 -3.20821 1.06642
H 0.74361 3.44704 -5.52185
H -1.25526 3.34929 -6.63044
H 2.10532 3.39905 -1.69379
H 0.91479 -1.30930 -7.28373
H -0.12602 -3.48811 -1.39430
H -2.27279 -2.81764 -0.66510
H 3.28962 -0.39249 1.01073
H 0.57661 0.34837 -7.80945
H -0.81760 1.93564 -7.62322
H 2.18054 -1.13563 -2.91098
H -0.06776 3.94404 2.68409
H -1.42807 4.11553 1.53049
H 2.64830 3.01691 -3.34842
H 2.28044 0.33657 2.83093
H 0.84100 0.01300 3.82425
H -3.10619 -1.72615 0.46302
H 1.27113 2.85401 -7.08001
H -1.85137 0.94686 2.54116
H 0.87589 1.43821 2.75494
H 3.09188 -2.05399 1.59612
H -0.16522 0.80748 -4.08986
H 0.23454 4.60444 1.04546
H -1.56632 -0.56640 -7.81440
H -3.10285 2.35156 -2.26836
H 3.54029 2.38299 -1.93711
H 2.87486 0.06908 -4.03414
H -2.81850 -0.52180 2.26940
H -4.02744 0.83409 -2.41498
H -1.21467 -1.71592 -6.54073
H -2.70063 -0.26850 -5.36885
H -2.13314 2.13391 -4.93997
H -2.44596 -1.69792 -3.15835
H -0.36142 2.37729 -3.31461
H 2.15198 1.72876 -4.79551
*
```

=====

Density functional theory data (the ωB97M-V functional and the def2-TZVPD basis) for a structure of composition C25H44O2P2Yb in a non-equilibrium geometry.

As for the HOMO-LUMO gap (spin up / spin down): 8.22 / 7.06 eV. Its expectation value of S² is 0.75. For the relative energy (zero: lowest compared OMol25 entry of this formula, charge and spin), the calculation gives 0.0 kJ/mol.

```
! RIJCOSX wB97M-V def2-TZVPD def2/J DEFGRID3
* xyz 1 2
Yb 0.19855 -1.02097 1.86318
P 0.22323 -1.06014 -0.88454
P -1.14179 1.70239 1.24905
O -1.85871 -1.35162 2.84311
O -0.94505 -3.00080 1.60966
C -1.37167 -0.33112 -4.24178
C 1.20463 -1.17863 4.33936
C -1.17901 0.10395 -1.21546
C 2.57923 -1.81709 2.60812
C 1.62181 -0.20715 -1.71473
C -2.59069 1.92695 2.34710
C -0.28908 2.41864 -3.40201
C -0.19873 -2.50621 -1.89587
C 3.26872 -2.68222 1.62054
C 1.38419 -3.70964 3.92806
C 1.70519 0.00540 3.72351
C -1.89411 -2.52198 2.32030
C -1.59737 2.44869 -3.07168
C -2.36439 0.65246 -4.77591
C -2.02556 0.77611 -0.11596
C 2.57508 -0.38539 2.65919
C 1.71943 -2.29697 3.63526
C 1.31260 1.39088 4.08509
C 3.22758 0.52672 1.68524
C 0.25359 2.21490 -4.78557
C -0.04013 -0.31869 -4.44613
C 0.71511 0.77016 -5.14794
C -0.99039 3.38339 0.55151
C 0.23315 -1.25888 5.45344
C -2.72266 1.87151 -3.87377
H -0.67713 0.85893 -1.83831
H 3.67642 -2.10203 0.78537
H -0.58391 -2.22511 -2.88171
H -3.30465 0.08857 -4.89053
H -0.95602 -3.07853 -1.33976
H -1.87507 -0.42342 -1.88424
H 2.39161 -0.96770 -1.91860
H -3.41175 2.41191 1.80415
H -2.07724 1.00679 -5.78018
H -0.78207 -1.45954 5.07647
H 0.23149 1.44539 4.29389
H -2.77558 -3.15655 2.50656
H 0.18363 -0.32452 6.01916
H 3.39618 0.01429 0.72817
H -1.90763 3.04293 -2.20176
H -2.67356 1.53065 -0.59602
H 2.59188 -3.45007 1.21139
H 1.54283 2.08872 3.27049
H 1.79663 0.66837 -4.93861
H 1.13778 2.86726 -4.87831
H 0.45487 2.67822 -2.63984
H -2.68511 0.03647 0.37676
H -1.83667 -1.21652 -3.79859
H -0.62310 4.03764 1.35712
H -2.90945 0.95064 2.73732
H -1.95731 3.75757 0.19007
H 1.51048 -3.92825 4.99983
H 2.02287 -4.38826 3.35127
H -3.16288 2.64894 -4.52719
H -3.52576 1.57343 -3.17476
H 4.11272 -3.22055 2.07851
H 0.60415 0.65743 -6.24286
H 1.33234 0.29177 -2.65366
H 4.21089 0.87482 2.03987
H -0.47610 2.55932 -5.53728
H -2.30260 2.57004 3.18632
H 0.48844 -2.07121 6.14682
H -0.25898 3.37643 -0.26811
H 2.61080 1.42298 1.51639
H 1.82694 1.76180 4.98900
H 0.33838 -3.94452 3.66623
H 0.69589 -3.12979 -2.02343
H 0.54795 -1.22064 -4.24327
H 2.04465 0.54126 -1.02451
*
```

=====

Density functional theory data (the ωB97M-V functional and the def2-TZVPD basis) for a cluster of 6 separate species, C25H45Cl10N3O2P in total in a non-equilibrium geometry.

As for the HOMO-LUMO gap: 7.03 eV.

```
! RIJCOSX wB97M-V def2-TZVPD def2/J DEFGRID3
* xyz 1 1
Cl 5.15766 -2.62780 -0.70559
Cl 3.60350 5.28931 -2.74308
Cl -3.79946 5.58386 -0.13557
Cl 3.98737 0.07956 -2.41988
Cl 6.92376 5.10220 -1.96817
Cl -7.20131 5.87000 -0.19675
Cl 2.15685 7.24724 -0.85184
Cl -1.33270 1.07191 -1.08572
Cl -1.24040 6.94462 -0.77834
Cl 1.03698 3.46482 -0.51725
P -0.48803 -6.04285 1.34646
O -0.64232 -6.23100 -0.16680
O 3.91522 -5.80907 1.27499
N 2.65612 -5.76442 1.80700
N 0.38929 -4.60124 1.85299
N 2.16176 -3.85855 0.35711
C 0.66775 -0.58792 4.38355
C 4.60398 3.81853 -2.66027
C -0.68245 3.72984 -0.90845
C -6.01115 7.16356 -0.48668
C 4.46087 -2.61613 -2.34731
C 5.66232 3.90582 -1.57930
C -0.10970 -3.24865 1.34759
C -0.20894 0.11555 2.01995
C -4.13093 -5.15328 1.35438
C 4.80355 -1.34923 -3.10349
C -4.76758 6.65035 -1.18416
C 1.01031 8.28146 0.03532
C -0.18370 7.50006 0.54548
C -1.57446 2.66057 -0.31203
C -2.35997 -3.55714 -0.12641
C -3.86928 -4.66837 -2.75339
C -2.69782 -3.64926 -2.85888
C -0.12482 -1.13701 3.06676
C -2.00275 -3.12614 -1.58873
C 0.75391 -2.26466 2.34552
C -3.54121 -4.59447 -0.02564
C -4.25960 -5.12380 -1.32096
C 1.77978 -4.85297 1.39167
C -1.67046 -2.99568 1.19225
C 0.83779 -3.19492 0.02465
H 1.26709 -2.86474 3.19318
H 3.38141 -2.75126 -2.25828
H -0.77912 3.77365 -1.99480
H 3.92729 2.98819 -2.44923
H 1.72957 -0.32075 4.05847
H -1.28266 0.46416 1.83204
H 5.04717 3.65466 -3.64411
H 0.43179 -3.94343 -0.75937
H 0.06124 0.29393 4.77124
H 1.58030 -1.72504 1.75282
H 0.44616 0.97322 2.43634
H 0.23472 -0.14706 0.99094
H 5.22877 4.17360 -0.61399
H 0.12468 6.62529 1.12138
H -1.16354 -1.46664 3.40268
H -4.05546 -4.40132 2.21221
H -0.79342 8.13495 1.19138
H 4.47482 -1.43660 -4.14083
H 5.87812 -1.15839 -3.10193
H 4.32473 -4.92751 1.49233
H -4.42162 -5.04940 -3.68806
H -1.16151 -2.35563 -1.69206
H 0.70911 -1.47001 5.10823
H -1.98299 -1.88467 1.26285
H -5.12935 -5.85719 -1.23940
H -5.25892 -5.32375 1.17167
H 4.87000 -3.48258 -2.87016
H 6.16297 2.94118 -1.47206
H -2.37507 -3.28225 -3.89754
H 1.01125 -2.15078 -0.43686
H 0.30053 -7.16968 1.81733
H 2.39489 -6.43557 2.55035
H -1.40115 2.54482 0.75955
H -5.01527 6.09802 -2.09212
H -5.77181 7.62388 0.47351
H 2.88375 -3.18078 0.67772
H -2.62238 2.92778 -0.46052
H -1.70401 -6.08335 2.09769
H 0.70601 9.09414 -0.62662
H 1.55709 8.71408 0.87575
H -0.95299 4.70901 -0.50271
H -4.12491 7.48927 -1.46050
H -2.18128 -3.49402 2.10431
H -3.72264 -6.19878 1.63641
H -6.50308 7.91274 -1.11022
*
```